[1]
Here is C4H4ClF in the gas phase in a non-equilibrium geometry from the OMol25 dataset. Energies are from the ωB97M-V functional and the def2-TZVPD basis.

Geometry (Å):
C: 1.00 0.57 1.28
C: -0.09 -0.04 0.77
C: 0.00 -0.29 -0.68
C: -0.98 -0.37 -1.55
H: 2.05 0.64 0.86
H: -1.10 -0.51 1.12
H: 0.84 -0.27 -1.27
H: -0.93 -0.33 -2.66
F: -2.14 -0.26 -0.87
Cl: 1.35 0.86 3.00

## Properties
Energy = -19450.102 eV
Structure (SMILES) = F/C=C\C=C\Cl
Energy relative to the best compared isomer or geometry (same formula, charge and spin) = 130.8 kJ/mol
Gap between HOMO and LUMO = 0.349 Ha
HOMO = -8.97 eV
Total charge = 0

***

[2]
Here is C3H10N2 in the gas phase in a non-equilibrium geometry from the OMol25 dataset. Energies are from the ωB97M-V functional and the def2-TZVPD basis.

Geometry (Å):
N: -0.69 -0.12 1.40
C: 0.09 -0.49 0.20
C: -0.54 -1.60 -0.62
C: 0.30 0.74 -0.66
N: 1.04 1.82 -0.06
H: -0.33 0.21 2.27
H: -1.64 -0.42 1.41
H: 1.09 -0.78 0.53
H: 0.25 -1.90 -1.33
H: -0.76 -2.46 0.02
H: -1.38 -1.13 -1.14
H: -0.75 1.14 -0.76
H: 0.82 0.47 -1.59
H: 1.62 2.44 -0.58
H: 0.89 2.08 0.90

## Properties
Energy = -6252.683 eV
Structure (SMILES) = C[C@H](N)CN
Energy relative to the best compared isomer or geometry (same formula, charge and spin) = 71.9 kJ/mol
Gap between HOMO and LUMO = 0.349 Ha
HOMO = -8.22 eV
Total charge = 0

***

[3]
Here is C15H23F9NO3P2Ti as an isolated structure in a non-equilibrium geometry from the OMol25 dataset. Energies are from the ωB97M-V functional and the def2-TZVPD basis.

Geometry (Å):
Ti: -0.57 -0.39 0.46
P: -1.93 1.64 0.77
C: -3.04 0.87 -0.45
C: -2.28 0.62 -1.74
N: -1.01 0.14 -1.65
C: -0.34 -0.19 -2.78
C: -0.88 0.13 -4.02
C: -2.17 0.63 -4.13
C: -2.91 0.83 -2.97
C: 1.07 -0.85 -2.76
P: 1.30 -2.04 -1.42
H: -3.93 1.22 -2.97
H: -0.22 -0.07 -4.86
H: -2.57 0.87 -5.11
H: 1.22 -1.38 -3.73
H: 1.82 -0.03 -2.63
H: -3.31 -0.15 0.03
H: -3.92 1.53 -0.60
H: 0.13 -4.17 2.82
O: -2.24 -1.34 0.57
H: -2.40 -2.30 0.61
H: 0.45 -1.31 -0.51
O: 0.77 -3.52 2.56
H: 0.21 -2.71 2.34
C: 0.71 -3.65 -1.91
H: 1.12 -4.06 -2.84
H: 0.95 -4.35 -1.10
H: -0.38 -3.64 -2.01
C: 3.03 -2.09 -0.99
H: 3.08 -2.47 0.03
H: 3.65 -2.75 -1.62
H: 3.47 -1.10 -0.99
C: -1.79 3.30 0.16
H: -2.76 3.79 0.35
H: -0.99 3.80 0.72
H: -1.56 3.29 -0.92
C: -2.81 1.60 2.32
H: -2.08 1.79 3.12
H: -3.55 2.41 2.29
H: -3.28 0.62 2.48
F: 2.47 -0.85 3.69
C: 2.98 -0.03 2.75
F: 4.00 0.70 3.30
F: 3.52 -0.82 1.78
C: 1.84 0.87 2.16
O: 0.87 0.08 1.50
C: 1.21 1.63 3.35
F: 2.12 2.25 4.13
F: 0.33 2.59 2.89
F: 0.49 0.76 4.10
C: 2.42 1.85 1.12
F: 3.25 2.78 1.65
F: 3.09 1.16 0.15
F: 1.39 2.49 0.49

## Properties
Energy = -89698.341 eV
Energy relative to the best compared isomer or geometry (same formula, charge and spin) = 172.6 kJ/mol
Gap between HOMO and LUMO (spin up / spin down) = 0.312 / 0.327 Ha
Multiplicity = 2
HOMO (spin up / spin down) = -15.35 / -15.97 eV
Total charge = +2